Entry from OMol25: a single C3F5N molecule at a distorted geometry (ωB97M-V/def2-TZVPD).

Calculated values
- calculated total energy (eV) = -18186.200
- charge = 0
- frontier orbital gap (eV) = 11.37
- lowest unoccupied orbital energy (eV) = -0.1
- structure (SMILES) = FC(F)(F)C1=NC1(F)F
- relative energy (zero: lowest compared OMol25 entry of this formula, charge and spin) (kJ/mol) = 44.8

Structure (XYZ):
```
9
Properties=species:S:1:pos:R:3:forces:R:3:mulliken_charge:R:1
F -1.687456 -0.318688 1.383553 -0.18 -1.29 1.15 -0.226
C -1.047384 0.590247 0.709990 0.79 -0.22 -1.16 0.784
F -0.741830 1.611856 1.477511 0.93 0.18 0.75 -0.227
F -1.933888 1.078571 -0.147780 0.16 -0.09 -1.37 -0.237
C 0.271928 -0.020225 0.018463 -0.68 2.53 1.63 -0.373
N 1.355871 0.618272 -0.251307 -0.64 -2.03 -0.64 -0.414
C 1.163327 -0.775222 -0.770432 -1.18 0.37 0.59 1.134
F 1.894283 -1.828933 -0.409202 0.01 0.64 0.17 -0.220
F 0.725148 -0.955878 -2.010795 0.79 -0.10 -1.14 -0.221
```
Positions in Å, forces in eV/Å.